Record 1
C25H45ClFPSc as an isolated structure at a distorted geometry. Source: the Open Molecules 2025 dataset; level of theory: the ωB97M-V functional and the def2-TZVPD basis.

Element x y z (Å)
Sc1 -2.57957 -2.88853 -1.31350
P1 0.45886 -0.00536 -0.42038
Cl1 -2.53310 -0.73403 -2.32710
C1 -2.56477 -4.32470 -2.81586
H1 -3.33939 -4.16418 -3.60010
H2 -2.73153 -5.32627 -2.36281
C2 0.17331 1.85877 -0.30864
C3 1.82355 -0.28422 -1.67083
C4 -0.32305 2.39598 -1.66217
H3 -0.67828 1.89679 0.39946
C5 -0.85762 3.82658 -1.50563
H4 0.50379 2.39646 -2.38934
H5 -1.10598 1.73724 -2.06836
C6 0.15444 4.76207 -0.83514
H6 -1.13927 4.21592 -2.49036
H7 -1.77175 3.78754 -0.89854
C7 0.76244 4.17758 0.44623
H8 0.96030 4.98683 -1.54634
H9 -0.33237 5.71510 -0.59964
C8 1.27923 2.74617 0.26713
H10 1.58262 4.81403 0.79900
H11 -0.00138 4.17038 1.23529
H12 2.14346 2.75593 -0.40971
H13 1.63471 2.36363 1.23286
C9 1.23867 -0.50384 1.20677
C10 2.84749 0.83490 -1.85687
H14 2.35348 -1.17052 -1.27234
C11 3.94505 0.37777 -2.82150
H15 2.35336 1.72846 -2.26399
H16 3.30771 1.12363 -0.90131
C12 3.38174 -0.08693 -4.17016
H17 4.65831 1.19730 -2.97061
H18 4.49522 -0.44939 -2.35308
C13 2.24324 -1.10209 -4.03108
H19 3.01431 0.78747 -4.72290
H20 4.18897 -0.52457 -4.76710
C14 1.17839 -0.66897 -3.01535
H21 1.76360 -1.26700 -5.00183
H22 2.65724 -2.06601 -3.70677
H23 0.61238 0.18892 -3.41196
H24 0.44637 -1.47901 -2.87393
C15 0.39981 0.03657 2.37900
H25 1.10278 -1.60276 1.16637
C16 0.93316 -0.46468 3.72490
H26 0.41691 1.13736 2.36995
H27 -0.65164 -0.26508 2.25283
C17 2.43473 -0.20801 3.89943
H28 0.37313 0.01493 4.53537
H29 0.74066 -1.54378 3.79273
C18 3.26713 -0.69597 2.70881
H30 2.60189 0.86821 4.03920
H31 2.78540 -0.70223 4.81199
C19 2.73406 -0.20324 1.36017
H32 4.30914 -0.37430 2.81840
H33 3.26892 -1.79371 2.69359
H34 2.90507 0.88076 1.27909
H35 3.31094 -0.67528 0.55300
C20 -4.02434 -0.63524 0.82209
C21 -4.04602 -1.80747 0.27288
H36 -4.05722 0.23793 0.16848
C22 -3.82856 -3.07718 1.07801
H37 -4.48042 -1.87529 -0.79797
C23 -4.54169 -2.98213 2.42456
H38 -4.14691 -3.99344 0.55577
H39 -2.73071 -3.15027 1.28262
C24 -4.16065 -1.72976 3.16679
H40 -5.61753 -3.01678 2.27678
H41 -4.32015 -3.85907 3.01781
C25 -4.03609 -0.42887 2.28792
H42 -4.85044 -1.54850 4.00628
H43 -3.17552 -1.88651 3.62516
H44 -4.81352 0.26327 2.62009
H45 -3.09489 0.05334 2.57633
F1 -1.21160 -2.77263 0.01003

Atoms 1-2, force components in eV/Å:
Sc 1.355 -0.110 -1.682
P -0.639 0.017 -0.096

Summary:
Energy in eV: -71886.59512
Frontier orbital gap in eV: 4.6
HOMO level in eV: -2.0
Net charge: -1

Löwdin population analysis, charges in e, atoms 1 to 2: 0.405, 1.107

---

Record 2
C25H45ClMnNO3P as an isolated structure at a distorted geometry. Source: the Open Molecules 2025 dataset; level of theory: the ωB97M-V functional and the def2-TZVPD basis.

Element x y z (Å)
Mn1 -1.75991 -0.45498 1.61125
P1 -0.23826 -0.18263 -0.52759
Cl1 -3.50528 -0.31919 0.10928
C1 -0.85363 -2.18178 1.52501
H1 -0.01623 -2.68866 2.04263
H2 -1.53170 -2.95050 1.08497
C2 -1.05084 1.32602 -1.31660
C3 -0.73144 -1.67960 -1.53470
C4 -0.38463 1.94634 -2.54133
H3 -2.03244 0.92480 -1.62058
C5 -1.28500 3.05192 -3.12088
H4 0.58542 2.38266 -2.25953
H5 -0.19137 1.19621 -3.32222
C6 -1.63884 4.12345 -2.07897
H6 -0.79059 3.51513 -3.98468
H7 -2.21409 2.59047 -3.48606
C7 -2.19742 3.51803 -0.79009
H8 -0.73915 4.70720 -1.84569
H9 -2.36928 4.82117 -2.50305
C8 -1.31100 2.39468 -0.23700
H10 -2.32145 4.29669 -0.02899
H11 -3.19539 3.10262 -0.98662
H12 -0.34843 2.80858 0.10775
H13 -1.81276 1.94786 0.64017
C9 1.63321 -0.01616 -0.70265
C10 0.20100 -2.85455 -1.23679
H14 -1.72175 -1.90658 -1.10770
C11 -0.33505 -4.14126 -1.87739
H15 1.21173 -2.64983 -1.61995
H16 0.28167 -2.98252 -0.15025
C12 -0.58669 -3.97385 -3.37644
H17 0.37427 -4.95851 -1.69956
H18 -1.27450 -4.41252 -1.37756
C13 -1.43540 -2.73536 -3.69773
H19 0.37727 -3.89957 -3.89603
H20 -1.08352 -4.86928 -3.76837
C14 -0.90449 -1.45578 -3.03811
H21 -1.49169 -2.59379 -4.78401
H22 -2.45977 -2.90356 -3.33745
H23 0.06023 -1.18269 -3.49070
H24 -1.59893 -0.62823 -3.23871
C15 2.15464 1.27402 -0.06521
H25 2.00295 -0.86503 -0.10062
C16 3.68925 1.26411 0.00521
H26 1.82341 2.14133 -0.65594
H27 1.74396 1.39915 0.94438
C17 4.33523 1.01803 -1.36135
H28 4.03861 2.21541 0.42174
H29 4.00004 0.47567 0.70454
C18 3.73989 -0.20019 -2.07019
H30 4.19867 1.90712 -1.99005
H31 5.41502 0.88412 -1.24048
C19 2.20350 -0.17119 -2.11822
H32 4.13394 -0.27872 -3.08972
H33 4.05074 -1.11112 -1.54083
H34 1.87012 0.67013 -2.74476
H35 1.84318 -1.08617 -2.60510
C20 0.17937 0.97719 2.90966
C21 0.72472 -0.28266 2.83560
H36 0.20533 1.67598 2.05988
C22 0.86734 -1.15486 4.03602
H37 1.18340 -0.65752 1.90875
C23 -0.02881 -0.70508 5.19753
H38 0.64572 -2.20181 3.80284
H39 1.91591 -1.12233 4.37578
C24 0.05585 0.79362 5.44718
H40 -1.07152 -0.94780 4.94714
H41 0.24788 -1.24822 6.10836
C25 -0.26498 1.61680 4.19435
H42 -0.63735 1.07008 6.25067
H43 1.06821 1.04831 5.77465
H44 -1.34864 1.81734 4.18211
H45 0.21964 2.60001 4.29682
O1 -4.10028 0.18264 4.91470
N1 -3.68170 -0.72472 4.17959
O2 -4.19716 -1.83530 4.03515
O3 -2.53995 -0.47079 3.51271

Atoms 1-2, force components in eV/Å:
Mn 1.375 -2.064 0.278
P -0.739 0.603 0.550

Summary:
Energy in eV: -87416.77086
Spin multiplicity: 5
Frontier orbital gap (spin up / spin down) in eV: 5.6 / 5.9
⟨S²⟩: 6.090
HOMO level (spin up / spin down) in eV: -3.0 / -3.3
Net charge: -1

Löwdin population analysis, charges in e, atoms 1 to 2: 0.282, 1.085

---

Record 3
A 6-piece molecular cluster, C25H45FNO9S4 overall at a distorted geometry. Source: the Open Molecules 2025 dataset; level of theory: the ωB97M-V functional and the def2-TZVPD basis.

Element x y z (Å)
C1 -1.39919 -0.35045 1.78925
C2 -1.26919 0.61455 0.68025
O1 -0.45719 0.43155 -0.13275
N1 -2.28719 1.73655 0.53325
H1 -3.24219 1.53055 0.81625
H2 -1.83419 2.39955 1.51225
C3 -2.31319 2.52655 -0.78075
H3 -1.05419 0.18455 2.80225
H4 -0.71419 -1.09445 1.71425
H5 -2.50419 -0.79945 1.98525
H6 -1.85119 3.47455 -1.06375
H7 -3.22819 3.01255 -1.03975
H8 -1.97419 1.84255 -1.53975
F1 -0.92219 2.12455 -8.05575
C4 -0.76319 1.79555 -6.77675
C5 -0.72019 0.42555 -6.43875
C6 -0.60819 0.03355 -5.10075
C7 -0.46719 1.05355 -4.13075
C8 -0.40519 2.44455 -4.50375
C9 -0.55719 2.80855 -5.82075
H9 -0.90319 -0.35845 -7.16575
H10 -0.52019 -1.12945 -4.75975
H11 -0.60319 0.64655 -3.10075
H12 -0.27319 3.12955 -3.73575
H13 -0.71819 3.84055 -5.98175
C10 3.14481 1.22555 -0.39475
C11 3.75881 1.10355 1.00625
C12 2.68481 1.39755 1.81825
S1 1.99081 2.86155 1.18425
O2 2.74281 4.00555 1.65825
O3 0.65381 2.82955 1.44925
C13 2.31581 2.50755 -0.48675
H14 2.59581 0.27455 -0.66375
H15 3.68881 0.91255 -1.38475
H16 4.59881 1.70955 1.07025
H17 4.14781 0.26855 1.37125
H18 2.94281 1.53655 2.89425
H19 1.66581 0.67955 1.68625
H20 2.69881 3.39655 -0.87475
H21 1.37481 2.31455 -1.09575
C14 1.09681 -2.46745 -0.85475
C15 2.22481 -2.86845 0.14725
C16 3.43481 -3.23345 -0.62675
S2 2.89181 -3.45345 -2.26375
O4 3.29081 -4.81845 -2.42375
O5 3.38981 -2.39345 -3.07875
C17 1.16381 -3.40045 -1.94675
H22 1.55981 -1.34745 -1.02875
H23 0.03081 -2.25245 -0.36675
H24 2.03281 -3.69845 0.69925
H25 2.48981 -1.99645 0.85225
H26 3.93181 -4.15745 -0.34275
H27 4.25081 -2.55345 -0.86175
H28 0.92981 -4.50945 -1.73075
H29 0.64881 -3.14345 -2.84375
C18 -1.56719 -4.74645 0.32725
C19 -2.91419 -5.44545 0.61225
C20 -2.89419 -6.70345 0.02525
S3 -1.32319 -7.30845 0.29725
O6 -0.79619 -7.90145 -0.88275
O7 -1.26219 -8.08845 1.53025
C21 -0.49719 -5.70045 0.59925
H30 -1.38419 -3.83945 0.92925
H31 -1.50019 -4.15945 -0.62875
H32 -3.48519 -4.62845 0.30525
H33 -3.04219 -5.52145 1.62925
H34 -2.87819 -6.64045 -1.09275
H35 -3.78519 -7.20545 0.35725
H36 0.14381 -5.55545 -0.06675
H37 -0.41919 -5.64345 1.65125
C22 0.12281 5.56555 3.90225
C23 -1.18819 6.35255 4.10025
C24 -2.15119 5.41055 3.55925
S4 -1.82719 3.75755 4.08125
O8 -1.84019 2.97355 2.89625
O9 -2.52019 3.46255 5.24925
C25 -0.14919 4.16655 4.45825
H38 1.15081 6.04755 4.13925
H39 0.46781 5.48555 2.91525
H40 -1.20219 7.31155 3.47625
H41 -1.33919 6.61455 5.17825
H42 -1.95119 5.49355 2.46825
H43 -3.12819 5.70555 3.90725
H44 0.60381 3.49255 4.22425
H45 -0.22619 4.19455 5.57925

Atoms 1-2, force components in eV/Å:
C -3.946 2.562 4.458
C -2.028 -1.105 0.052

Summary:
Energy in eV: -92612.99440
Frontier orbital gap in eV: 8.4
HOMO level in eV: -11.3
Net charge: +1

Löwdin population analysis, charges in e, atoms 1 to 2: 0.018, -0.479

---

no.,M (g/mol)
1,476.0
2,529.0
3,650.9